{"formula": "C3H8N", "method": "ωB97M-V/def2-TZVPD", "e_above_lowest_ev": 1.191, "charge": 1, "spin_multiplicity": 1, "e_homo_ha": -0.6280, "largest_force_ev_per_a": 2.6, "e_lumo_ha": -0.2228, "homo_lumo_gap_ev": 11.03, "symbols": ["N", "C", "C", "C", "H", "H", "H", "H", "H", "H", "H", "H"], "positions_angstrom": [[1.000510, 0.000443, -0.189967], [-1.620763, 0.148658, -0.293960], [-0.231359, 0.838364, -0.073284], [1.045829, -1.066106, 0.536810], [-0.097706, 1.292694, 0.901701], [-1.965277, 0.398107, -1.298087], [-1.734453, -0.924358, -0.089763], [1.619693, 0.083291, -0.994880], [1.898912, -1.513458, 1.025543], [-2.164118, 0.660189, 0.541994], [0.146410, -1.253364, 1.114954], [-0.118183, 1.720643, -0.698603]], "atomic_forces_ev_per_a": [[-0.9, -2.2, -0.5], [0.6, 1.2, 1.4], [0.0, 0.1, -0.4], [-0.5, 1.9, 1.7], [-0.4, -0.4, 0.5], [-0.3, -0.1, 0.4], [0.5, 0.3, -0.2], [0.6, 0.7, 0.5], [0.8, -0.7, -1.5], [-0.4, -0.5, -1.3], [-0.2, 0.0, 0.0], [0.0, -0.3, -0.6]], "nbo_charge": [-0.39, -0.64, -0.25, 0.15, 0.23, 0.25, 0.23, 0.46, 0.25, 0.25, 0.21, 0.25]}

***

{"formula": "C50H55N5P2STaTe4", "method": "ωB97M-V/def2-TZVPD", "e_above_lowest_ev": 11.206, "charge": 1, "spin_multiplicity": 1, "e_homo_ha": [-0.3127, -0.3119], "largest_force_ev_per_a": 9.4, "e_lumo_ha": [-0.1345, -0.1361], "homo_lumo_gap_ev": [4.85, 4.78], "symbols": ["Ta", "Te", "Te", "Te", "Te", "S", "P", "P", "N", "N", "N", "N", "N", "C", "C", "C", "C", "C", "C", "C", "C", "C", "C", "C", "C", "C", "C", "C", "C", "C", "C", "C", "C", "C", "C", "C", "C", "C", "C", "C", "C", "C", "C", "C", "C", "C", "C", "C", "C", "C", "C", "C", "C", "C", "C", "C", "C", "C", "C", "C", "C", "C", "C", "H", "H", "H", "H", "H", "H", "H", "H", "H", "H", "H", "H", "H", "H", "H", "H", "H", "H", "H", "H", "H", "H", "H", "H", "H", "H", "H", "H", "H", "H", "H", "H", "H", "H", "H", "H", "H", "H", "H", "H", "H", "H", "H", "H", "H", "H", "H", "H", "H", "H", "H", "H", "H", "H", "H"], "positions_angstrom": [[-0.093616, 0.660433, -0.150225], [-0.852173, -0.665611, -1.989089], [-2.269449, -1.695977, -4.042297], [-4.441689, 0.969379, -2.879151], [-2.373515, 1.071446, -1.220772], [4.957967, -0.834482, -5.454854], [1.649398, -0.874458, -1.340789], [1.107521, 1.873940, -1.969084], [-2.152694, -0.410294, 1.336495], [-0.553564, -2.422411, 0.667295], [1.919760, 0.447225, -2.516246], [0.720862, -0.278188, 1.303703], [-0.817317, 1.956048, 1.140742], [-0.422681, 1.607188, -4.410892], [-0.545815, 3.704674, -3.228574], [1.559668, -2.372600, -3.792121], [3.153982, 3.202077, -0.582161], [4.154355, 0.810410, -5.604089], [2.749247, -3.895562, 3.073953], [4.363734, -0.172851, -0.768209], [4.574507, 4.852628, -1.555401], [0.581980, -4.580794, -2.422933], [2.832754, 0.856659, -4.848442], [3.271669, -2.767280, 2.518369], [-1.662766, -3.340980, 0.529030], [2.131968, 1.346420, 2.451687], [4.225603, 4.067378, -0.472804], [1.066357, -3.460497, -4.490319], [-3.526424, 0.730767, 4.504606], [0.537596, -4.547298, -3.809743], [1.541859, 0.794714, 1.156933], [2.416433, 3.108266, -1.756244], [6.634889, -0.339927, -4.964644], [3.098005, 0.525357, -3.381535], [-2.240222, 0.440378, 2.341843], [-1.739335, 3.992312, -3.881075], [-3.420802, 3.020045, 3.591981], [0.801866, 3.505677, 2.204652], [1.504744, -2.347517, -2.397846], [-3.172498, -1.464518, 1.248868], [0.324596, -3.637726, 2.582126], [-3.947263, 2.064293, 4.417233], [-2.344621, 3.041688, -4.698718], [-2.752001, -2.909306, 1.510220], [-0.073512, 3.120371, 0.984100], [-1.648440, 1.876355, -5.010629], [0.311227, -2.575748, 1.620168], [3.404330, -1.181438, -0.848854], [1.266374, -1.461374, 1.706244], [3.802867, -2.491813, -0.589207], [5.120907, -2.782381, -0.305208], [-1.736397, 1.806123, 2.131243], [-2.340945, 2.916508, 2.716350], [2.765388, 3.916521, -2.837323], [6.074604, -1.779057, -0.301703], [1.141933, 2.306970, 3.091007], [5.688758, -0.467985, -0.512743], [1.380125, -4.204634, 3.216315], [3.838907, 4.777666, -2.730058], [1.051751, -3.486269, -1.722582], [-2.806200, 0.032178, 3.584757], [2.600895, -1.638524, 2.022760], [0.119790, 2.482860, -3.440051], [1.921112, -1.521914, -4.337920], [4.107578, 0.876182, -0.912616], [1.149012, -5.040197, 3.865213], [3.604635, -0.445090, -3.330948], [-0.646592, -4.066296, 2.782846], [-2.047131, -3.245161, -0.508171], [-2.243079, 4.925911, -3.691238], [1.058686, -3.436913, -5.567410], [2.406300, 1.856613, -4.950627], [-3.377295, 3.145463, -5.051426], [-3.625981, -3.544520, 1.370347], [4.351260, -2.663681, 2.523636], [7.212195, -1.254954, -4.869955], [-0.683520, 4.008538, 0.702198], [0.621783, 3.030316, 0.116258], [0.219013, -5.432080, -1.868892], [4.783887, 4.110979, 0.452200], [2.323777, 0.524529, 3.151106], [6.411010, 0.335754, -0.489148], [-2.417589, -3.024937, 2.546189], [7.110913, -2.014851, -0.126221], [-2.686318, -1.027109, 3.783498], [4.854351, 1.550295, -5.217985], [2.937175, 2.600633, 0.295572], [5.420316, 5.517493, -1.480619], [1.534252, 2.648899, 4.049402], [2.133742, 0.153647, -5.304977], [4.105372, 5.389276, -3.577438], [0.054004, 0.659625, -4.694623], [0.090470, -5.357562, -4.360727], [3.090069, 1.840946, 2.240483], [3.087910, -3.301222, -0.600278], [2.362740, 0.572870, 0.402564], [-3.855226, 4.009507, 3.637498], [-0.134943, 4.422708, -2.521119], [-3.994842, -1.193710, 1.920863], [-3.588217, -1.423253, 0.219597], [0.263708, 4.242552, 2.802134], [-2.026726, 3.870713, 2.299496], [-1.355800, -4.376113, 0.704391], [3.975212, 1.002423, -6.660113], [-3.895453, 0.164137, 5.348694], [0.214567, 1.751873, 3.327578], [3.801184, 1.278535, -2.995787], [1.717387, 3.987422, 1.836580], [7.078317, 0.293990, -5.728650], [6.602837, 0.174337, -4.004832], [3.446640, -4.602733, 3.498963], [-4.746942, 2.362518, 5.076993], [2.192373, 3.862751, -3.752128], [0.998879, -3.465509, -0.637083], [5.397133, -3.804846, -0.097965], [1.114131, 1.641050, 0.737277], [3.280101, -0.810643, 1.822732], [-2.132820, 1.115250, -5.630310]], "atomic_forces_ev_per_a": [[-4.2, -2.3, -0.1], [-1.9, -6.4, -6.6], [0.5, -0.4, 0.3], [-0.6, 0.1, 0.4], [-6.2, 5.1, -0.4], [0.1, 0.2, -0.2], [4.4, 1.0, -2.3], [0.8, -0.6, -3.3], [0.3, 1.5, 0.8], [0.8, -0.5, 0.9], [0.3, 0.1, 0.6], [0.1, -1.8, 2.6], [-1.1, 0.1, 1.5], [0.3, -0.3, 0.2], [0.2, -0.3, -0.1], [0.0, 0.2, 0.3], [0.0, -0.2, 0.5], [0.1, -0.4, -0.1], [0.8, 0.4, -0.1], [-0.3, 0.3, 0.0], [0.0, 0.1, -0.1], [0.0, 0.0, 0.0], [0.2, 0.0, 0.3], [0.1, -0.9, 0.6], [0.1, 0.2, 0.0], [0.1, 0.5, 0.5], [0.0, 0.0, 0.0], [0.1, -0.1, 0.2], [0.2, -0.6, -0.4], [0.2, 0.1, 0.1], [7.5, -1.1, 2.4], [-0.2, 0.0, -0.1], [-0.4, 0.0, 0.0], [0.1, -0.1, -0.1], [-0.1, -1.0, -1.7], [-0.1, -0.1, -0.1], [-0.6, -0.4, 0.9], [-0.1, 0.0, 0.3], [-0.9, -0.4, 0.1], [0.0, 0.1, -0.1], [0.1, -0.6, 0.7], [-0.1, 0.9, -0.2], [0.1, -0.1, -0.1], [0.1, 0.2, -0.2], [0.7, 3.4, 0.1], [-0.1, 0.1, 0.1], [-0.9, 0.6, -1.3], [0.1, 0.0, 0.2], [0.9, -0.9, 0.4], [0.0, 0.1, -0.1], [0.1, -0.1, -0.1], [-0.9, 0.7, 0.4], [1.0, -0.5, -1.2], [-0.1, -0.1, 0.1], [0.1, 0.0, 0.1], [-0.2, 0.0, 0.3], [0.1, 0.0, 0.0], [-0.7, 0.0, -0.2], [0.2, 0.2, -0.1], [-0.1, 0.1, 0.0], [-0.4, 0.0, 1.1], [-0.9, 1.2, -0.4], [-0.7, -0.1, 0.7], [0.0, 0.1, -0.1], [-0.1, -0.3, -0.1], [0.0, 0.0, 0.0], [0.0, 0.3, 0.0], [0.0, -0.1, 0.1], [0.1, -0.2, 0.4], [0.0, 0.1, 0.1], [0.0, 0.0, -0.1], [-0.1, 0.0, 0.0], [0.6, 0.2, 0.1], [-0.1, 0.0, 0.1], [0.0, -0.1, 0.0], [0.1, 0.0, 0.0], [0.1, -0.4, 0.0], [-0.8, 0.4, 0.5], [-0.1, -0.2, 0.0], [0.0, 0.1, 0.0], [0.0, 0.1, -0.3], [0.1, 0.0, 0.0], [0.0, 0.0, -0.1], [0.2, -0.1, 0.1], [0.1, 0.0, 0.0], [0.0, 0.1, 0.0], [-0.1, 0.0, -0.3], [0.1, 0.1, 0.0], [0.1, 0.1, 0.0], [-0.1, 0.0, 0.0], [0.1, 0.1, -0.1], [-0.1, 0.4, 0.5], [0.0, -0.2, -0.1], [-0.1, 0.0, 0.1], [0.1, 0.0, 0.0], [-0.1, 0.2, 1.1], [-0.1, 0.1, 0.2], [-0.1, -0.1, 0.0], [0.0, -0.1, -0.1], [0.2, 0.1, 0.3], [0.1, 0.0, 0.0], [0.0, -0.1, 0.0], [-0.1, -0.1, -0.1], [0.1, 0.1, 0.0], [0.0, -0.1, 0.1], [0.5, 0.3, 0.0], [0.0, -0.2, -0.1], [-0.1, 0.0, 0.1], [0.1, 0.0, 0.0], [0.1, 0.0, 0.0], [0.1, -0.1, 0.0], [-0.1, 0.1, 0.1], [0.0, 0.0, 0.0], [-0.1, -0.2, -0.3], [0.1, -0.1, 0.0], [0.2, 2.2, -0.1], [-0.3, -0.1, 0.1], [0.4, 0.3, 0.1]], "lowdin_charge": [0.75, 0.46, 0.28, 0.15, 0.38, 0.82, 0.81, 0.90, -0.07, -0.02, -0.43, -0.17, -0.30, -0.17, -0.13, -0.10, -0.11, -0.45, -0.08, -0.11, -0.05, -0.05, -0.26, -0.08, -0.22, -0.11, -0.06, -0.09, -0.06, -0.07, -0.47, -0.33, -0.40, -0.30, -0.25, -0.08, -0.07, -0.13, -0.43, -0.22, 0.00, -0.08, -0.14, -0.16, -0.30, -0.15, -0.26, -0.31, -0.19, -0.09, -0.06, -0.23, 0.00, -0.08, -0.06, -0.16, -0.06, -0.06, -0.05, -0.15, -0.02, -0.04, -0.37, 0.07, 0.08, 0.11, 0.07, 0.10, 0.10, 0.11, 0.12, 0.10, 0.09, 0.12, 0.11, 0.03, 0.14, 0.04, 0.11, 0.12, 0.12, 0.11, 0.10, 0.11, 0.11, 0.08, 0.07, 0.11, 0.12, 0.10, 0.11, 0.07, 0.11, 0.13, 0.10, 0.08, 0.11, 0.11, 0.12, 0.11, 0.11, 0.11, 0.12, 0.08, 0.11, 0.11, 0.11, 0.11, 0.04, 0.03, 0.11, 0.11, 0.10, 0.09, 0.12, -0.01, 0.11, 0.08]}